# 1
Computed, not measured: a cluster of 4 separate species, C2H12NO3 in total at a distorted geometry, with the ωB97M-V functional and the def2-TZVPD basis.

Computed properties:
E, hartree: -363.5846
Net charge: +1
Lowest unoccupied orbital energy, eV: -4.57
Frontier orbital gap, Eh: 0.388

```
18
Properties=species:S:1:pos:R:3:forces:R:3
C -0.057617 0.018930 -0.827693 0.24 1.22 -1.89
C 0.253281 -1.892206 0.575821 0.82 -1.16 0.62
N -0.476826 -1.265926 -0.245578 1.14 1.62 0.26
H -0.204381 -0.092383 -1.948040 0.15 0.15 1.41
H 0.956489 0.411329 -0.640049 -0.22 -1.73 -0.20
H -0.587387 0.895875 -0.509625 -1.45 -0.11 0.27
H 1.075052 -1.387566 1.089109 0.06 0.14 -0.69
H 0.204885 -2.977007 0.768300 -0.94 0.64 0.06
H -1.372868 -1.545321 -0.610813 -0.34 -0.78 -0.55
H 0.563037 3.025339 2.799259 0.22 -0.11 0.21
H 0.491811 2.861262 1.309548 0.27 0.07 0.18
O 1.031050 2.598843 2.071808 -0.52 -0.02 -0.58
H -3.257558 -0.139387 -2.347160 -0.65 -0.12 0.09
H -3.666072 -1.316621 -1.311768 -0.63 0.46 -0.49
O -2.966366 -0.834102 -1.756331 1.30 -0.51 0.59
H 3.485749 0.419843 0.426949 -0.25 0.57 0.36
H 1.990995 0.952441 0.774178 0.93 0.61 0.68
O 2.536727 0.266659 0.382077 -0.13 -0.95 -0.35
```
Forces are in eV/Å.

# 2
Computed, not measured: a structure of composition C14H28Cl10O3 at a distorted geometry, with the ωB97M-V functional and the def2-TZVPD basis.

Computed properties:
E, hartree: -5377.2716
Net charge: 0
Lowest unoccupied orbital energy, eV: 0.19
Frontier orbital gap, Eh: 0.336

```
55
Properties=species:S:1:pos:R:3:forces:R:3
C 27.226270 7.523270 8.699450 -0.71 1.33 0.39
Cl 27.066600 8.954960 7.722700 -0.26 0.58 -0.66
Cl 28.720710 6.769100 8.544350 1.00 5.50 -1.13
H 27.065310 7.774890 9.747730 1.05 0.87 -1.63
H 26.424430 6.817470 8.482690 1.41 1.06 -0.70
C 22.100120 6.956750 11.460930 -0.85 0.66 -0.45
Cl 23.234620 7.055590 12.780750 -3.49 -2.56 1.33
Cl 20.944090 5.655460 11.569150 -0.44 -0.02 0.95
H 21.487780 7.858340 11.477990 0.44 0.07 -0.27
H 22.643890 6.807220 10.528150 -0.31 0.54 0.40
C 26.979410 3.027540 11.059860 -0.72 -0.99 -1.08
Cl 25.372940 2.526760 11.730550 1.06 0.24 0.17
Cl 26.870710 4.666420 10.408420 0.96 -6.21 1.50
H 27.772960 2.940990 11.802080 -0.30 0.06 -0.09
H 27.135340 2.428000 10.163010 0.18 -0.55 0.91
C 24.655630 5.940500 9.690650 -1.50 1.17 -1.41
Cl 25.430770 5.250810 8.215230 -4.08 2.33 0.18
Cl 25.012880 7.701810 9.961880 -2.32 -4.58 -3.51
H 23.578840 5.858580 9.542630 0.47 0.00 -0.31
H 24.953090 5.322700 10.537970 -0.39 0.43 -0.57
C 25.905990 6.229250 12.517110 1.02 -0.44 0.51
Cl 27.095300 6.757200 11.325890 2.11 4.48 5.22
Cl 25.656760 7.121750 14.117630 1.16 -0.69 -1.24
H 24.987540 6.239400 11.930210 0.47 -0.07 1.12
H 26.272900 5.234550 12.770180 -0.56 0.13 0.34
C 26.493650 10.543450 12.800970 -0.74 0.19 -1.26
C 25.920700 9.792880 11.605940 0.85 -1.93 -0.84
O 26.603370 9.465490 10.601720 -1.70 2.44 3.10
C 24.466040 9.241250 11.808090 1.43 2.62 0.00
H 27.565550 10.719690 12.711180 -0.14 -0.25 0.19
H 26.134660 10.069670 13.714620 0.40 -0.07 0.02
H 25.971350 11.498440 12.743480 0.09 0.37 0.24
H 24.344270 8.363130 12.442260 1.78 2.04 -0.04
H 24.188690 8.736490 10.882670 -1.79 2.80 1.50
H 23.788690 10.009220 12.181610 0.02 0.14 0.02
C 21.724800 4.279690 8.973230 0.34 -0.31 -0.32
C 21.290320 3.401050 10.095980 -3.58 -2.08 0.31
O 20.067530 3.140870 10.285080 3.89 0.63 -0.28
C 22.442410 2.783850 10.904570 -1.12 -0.83 0.20
H 21.362540 5.293200 9.145420 0.42 0.00 -0.12
H 21.326710 3.982800 8.002930 -0.16 -0.29 0.15
H 22.803530 4.123710 8.962280 0.03 0.81 -0.51
H 23.248350 2.360000 10.305470 0.02 0.85 -0.37
H 22.145200 1.889930 11.452900 -0.68 0.18 0.20
H 22.776790 3.494070 11.660790 0.31 0.13 -0.30
C 26.923010 3.250700 7.567540 -0.62 -1.89 -0.22
C 28.178180 3.211420 8.306580 1.82 -1.54 1.04
O 28.581850 2.116440 8.758210 -0.56 2.00 -0.68
C 29.001460 4.487470 8.613070 1.57 -4.95 0.41
H 27.103360 3.608370 6.553810 -0.65 0.32 0.07
H 26.125170 3.696710 8.161370 1.56 -0.39 -0.76
H 26.383260 2.305060 7.617770 0.95 -0.98 -0.90
H 29.798670 3.978910 9.155220 0.62 0.18 0.02
H 28.587430 5.195330 9.331130 0.45 -2.58 -0.75
H 29.443380 4.989020 7.752110 -0.23 -0.91 -0.09
```
Forces are in eV/Å.

# 3
Computed, not measured: a structure of composition C30H27IrNOP, with the ωB97M-V functional and the def2-TZVPD basis.

Computed properties:
2S+1: 5
E, hartree: -1734.4477
Net charge: +2
Lowest unoccupied orbital energy (alpha / beta), eV: -5.75 / -8.58
Frontier orbital gap (alpha / beta), Eh: 0.276 / 0.212

```
61
Properties=species:S:1:pos:R:3:forces:R:3
Ir 1.119729 -0.106075 -0.042776 -0.10 0.32 0.27
O 2.822432 -1.688975 -0.458277 0.00 -0.01 0.00
C 3.433316 -2.383620 0.664408 -0.09 -0.02 -0.13
C 4.273616 -1.460470 1.516797 0.08 0.03 0.06
C 3.510550 -0.239376 2.047765 -0.01 0.04 0.01
C 2.262423 -0.615963 2.791436 -0.06 -0.04 -0.09
C 2.300793 -0.924474 4.141881 0.02 0.00 0.03
C 1.150930 -1.343977 4.786075 0.01 0.00 0.04
C -0.025134 -1.447879 4.057841 -0.03 -0.01 0.02
C -0.004881 -1.115099 2.722839 0.09 0.04 -0.06
N 1.111868 -0.706855 2.091294 0.06 -0.05 0.17
H 3.488481 -1.502692 -1.131446 -0.03 0.00 0.00
H 4.020216 -3.215546 0.278843 0.03 0.01 -0.02
H 2.595108 -2.798621 1.221536 -0.01 -0.01 0.02
H 5.145365 -1.115282 0.955469 -0.01 -0.02 0.00
H 4.660985 -2.049026 2.352766 -0.01 0.02 0.00
H 3.251077 0.427855 1.217709 -0.03 -0.01 -0.03
H 4.162652 0.344109 2.697643 0.01 -0.04 0.02
H 3.235954 -0.831384 4.678660 -0.02 0.00 -0.01
H 1.170150 -1.585231 5.840948 0.00 0.00 -0.02
H -0.948335 -1.774284 4.515118 0.01 0.00 0.00
H -0.902990 -1.164929 2.123468 -0.01 0.00 0.00
C -5.719551 -1.078552 -0.035046 -0.01 -0.01 0.00
C -4.951631 -1.485743 -1.118369 0.03 0.03 0.02
C -3.616895 -1.117397 -1.203309 -0.03 -0.02 -0.04
C -3.052396 -0.337549 -0.194222 -0.05 0.01 0.23
C -3.823989 0.060773 0.900135 -0.03 -0.02 0.02
C -5.159067 -0.304176 0.972852 0.02 0.01 -0.01
P -1.340102 0.229065 -0.255734 0.20 0.04 -0.50
C -0.535768 -0.836149 -1.506683 -0.19 -0.25 -0.14
C -0.386444 -2.201259 -1.170110 0.02 -0.10 -0.06
C 0.152229 -3.098174 -2.084984 -0.05 0.03 0.09
C 0.519440 -2.653046 -3.342942 0.03 0.03 -0.09
C 0.357896 -1.309790 -3.704138 0.02 -0.08 0.00
C -0.163932 -0.408409 -2.805054 0.08 0.09 0.08
C -1.327919 1.888404 -0.963739 -0.36 -0.02 0.03
C -2.459982 2.539365 -1.430777 0.02 -0.16 0.04
C -2.389136 3.871912 -1.843893 0.15 0.14 -0.02
C -1.187747 4.548442 -1.784479 -0.25 -0.10 -0.02
C -0.029428 3.896851 -1.323761 0.16 0.07 0.00
C 1.208228 4.578649 -1.239761 0.25 -0.12 0.11
C 2.356346 3.933213 -0.775462 -0.27 0.34 -0.18
C 2.299427 2.608744 -0.404788 -0.26 -0.37 0.08
C 1.092108 1.846864 -0.458957 0.26 0.23 -0.02
C -0.095666 2.546070 -0.914170 0.31 -0.01 0.04
H -6.760412 -1.368711 0.024869 0.02 0.00 0.00
H -5.393603 -2.089050 -1.900050 0.01 0.01 0.00
H -3.029642 -1.432234 -2.056916 0.01 0.01 0.01
H -3.386782 0.661393 1.690771 0.00 0.00 -0.01
H -5.760076 0.009346 1.815915 0.01 0.00 -0.01
H -0.729222 -2.556235 -0.203233 -0.01 0.00 -0.01
H 0.268363 -4.140043 -1.817652 -0.01 0.02 0.00
H 0.925163 -3.352925 -4.062712 -0.01 0.02 0.02
H 0.631510 -0.982265 -4.698438 0.00 -0.01 0.01
H -0.291107 0.630469 -3.083141 -0.02 -0.01 0.00
H -3.408192 2.016063 -1.462984 0.01 0.02 0.01
H -3.278838 4.374388 -2.198854 0.01 -0.02 0.01
H -1.129266 5.586990 -2.086774 0.01 -0.02 0.01
H 1.255428 5.619416 -1.537228 0.01 -0.02 0.00
H 3.291286 4.474945 -0.722790 -0.01 -0.01 0.00
H 3.215041 2.128111 -0.083388 0.00 0.01 0.02
```
Forces are in eV/Å.